(1)
Density functional theory data (ωB97M-V with the def2-TZVPD basis set) for a molecular structure, C48H34CeN6.

Element x y z (Å)
Ce 0.600 0.025 0.356
N -0.198 0.105 -1.759
N -0.427 -2.014 0.421
N 3.087 -0.107 0.353
N -0.241 2.183 0.230
N -0.361 0.135 2.408
N 5.201 0.341 0.100
C -0.663 0.574 -3.908
C 0.038 2.972 1.302
C -1.488 -3.170 3.817
C 2.433 -4.879 -4.637
C 0.015 5.606 4.890
C -0.910 -4.370 4.233
C 0.828 -3.882 0.034
C 0.230 4.333 0.825
C -0.860 -2.226 2.843
C 3.796 -1.301 0.355
C 5.112 -1.036 0.199
C -0.373 -0.767 -3.837
C 1.093 -3.188 -2.872
C 2.167 -2.714 -3.623
C 3.659 2.325 0.159
C 0.425 3.531 -4.342
C -2.753 -2.847 4.307
C 0.043 4.330 -0.514
C -0.435 2.503 -2.211
C -0.490 1.121 -2.599
C -0.252 2.963 -0.915
C -1.572 5.458 -4.270
C 2.839 -3.558 -4.493
C -1.496 4.494 -3.274
C -3.420 -3.690 5.187
C 3.965 0.866 0.197
C -0.646 5.462 -5.303
C -0.073 -1.059 -2.471
C 2.033 4.390 5.347
C -0.763 -0.902 3.221
C -0.458 0.914 4.546
C 1.674 3.443 4.396
C -0.841 -0.376 4.584
C 0.105 2.544 2.654
C 1.352 -5.354 -3.907
C 0.690 -4.515 -3.023
C 0.486 3.569 3.679
C -0.497 3.524 -3.298
C 0.393 -2.289 -1.913
C -0.187 1.255 3.149
C -0.357 -2.722 1.569
C 0.391 -3.925 1.328
C -1.573 -5.212 5.111
C -2.833 -4.878 5.590
C 1.205 5.476 5.594
C 0.296 -2.691 -0.564
C -0.341 4.658 3.940
C 0.354 4.497 -5.336
H 4.353 2.860 -0.488
H 2.652 2.503 -0.223
H -0.394 -1.486 -4.640
H 1.019 -6.377 -4.027
H -0.961 1.128 -4.784
H 1.481 6.215 6.335
H 3.677 -3.183 -5.066
H -1.109 -0.950 5.457
H 3.307 -2.255 0.469
H -3.352 -5.542 6.270
H 0.087 -4.643 3.917
H 0.471 5.182 1.445
H -4.403 -3.418 5.546
H 2.319 2.591 4.210
H -0.643 6.443 5.087
H -2.360 6.199 -4.240
H -0.704 6.213 -6.081
H 2.959 4.279 5.897
H -1.278 4.755 3.403
H -3.236 -1.938 3.968
H 3.716 2.764 1.156
H 5.974 -1.676 0.142
H 0.121 5.173 -1.181
H -0.165 -4.879 -2.468
H 1.080 4.499 -6.138
H 1.456 -4.609 -0.457
H -1.098 -6.131 5.429
H 2.952 -5.535 -5.324
H 0.634 -4.689 2.044
H -2.228 4.481 -2.475
H 1.208 2.781 -4.370
H 2.478 -1.682 -3.517
H -0.379 1.597 5.378
H 6.048 0.872 -0.020

The value obtained for the total energy is -72194.9480 eV. Its total charge is +1. As for the spin multiplicity: 2. For the LUMO energy (spin up / spin down), the calculation gives -3.76 / -3.77 eV.

The Löwdin scheme yields these atomic charges, measured in e: 1.43, -0.07, -0.05, -0.05, -0.05, -0.07, 0.12, 0.02, -0.22, -0.18, -0.07, -0.07, -0.03, 0.00, 0.02, -0.02, -0.10, -0.05, 0.02, -0.19, -0.03, 0.03, -0.04, -0.04, 0.02, -0.03, -0.20, -0.22, -0.07, -0.07, -0.04, -0.07, -0.36, -0.08, -0.23, -0.07, -0.20, 0.03, -0.04, 0.03, -0.06, -0.06, -0.03, -0.22, -0.20, -0.04, -0.21, -0.19, 0.02, -0.07, -0.08, -0.08, -0.27, -0.04, -0.07, 0.10, 0.07, 0.12, 0.11, 0.12, 0.11, 0.11, 0.12, 0.11, 0.11, 0.10, 0.11, 0.11, 0.12, 0.11, 0.11, 0.11, 0.11, 0.13, 0.12, 0.10, 0.12, 0.12, 0.13, 0.11, 0.12, 0.11, 0.11, 0.10, 0.12, 0.12, 0.12, 0.12, 0.17

(2)
Density functional theory data (ωB97M-V with the def2-TZVPD basis set) for a molecular structure, C48H34MnN6O3P3Se2.

Element x y z (Å)
Se -1.496 1.069 1.143
Se -6.201 -2.158 -0.472
Mn 0.132 -0.236 -0.674
P 2.036 -0.361 0.745
P -5.328 -1.590 -2.294
P -3.004 1.183 -0.377
O 0.855 0.923 -1.923
O -0.159 -1.918 0.023
O -0.283 -4.093 0.380
N 1.504 1.809 -2.618
N -2.678 -1.834 -2.984
N -1.480 -1.394 -2.711
N 1.099 3.516 0.413
N -1.564 -0.439 -1.793
N 3.022 4.735 -3.396
C -6.474 -3.937 -5.435
C 3.990 1.660 0.965
C 1.737 2.935 -2.037
C -7.106 2.111 -4.349
C -4.799 -5.138 -4.198
C 1.324 0.558 5.175
C 2.699 -2.047 0.642
C 3.410 0.674 0.177
C -5.582 0.254 -4.356
C -1.653 4.661 -2.012
C -4.660 -4.067 -3.333
C 1.963 -0.999 3.457
C -7.064 1.770 1.614
C -6.115 1.366 -4.985
C -5.007 0.555 1.385
C 1.884 -3.160 0.440
C -2.732 2.576 -1.495
C -6.224 0.742 2.018
C -5.704 -5.074 -5.251
C -3.571 -1.155 -2.215
C -6.331 -2.857 -4.573
C -2.849 -0.261 -1.438
C -5.469 2.441 -0.053
C 5.009 2.450 0.446
C 3.817 -4.594 0.606
C 4.629 -3.486 0.813
C -3.136 3.642 -3.611
C -3.362 2.593 -2.738
C 5.455 2.250 -0.851
C 4.892 1.247 -1.634
C 2.455 -4.429 0.427
C -7.047 0.603 -2.473
C 1.741 -0.709 4.795
C 2.454 3.927 -2.811
C 1.755 -0.016 2.493
C 1.124 1.543 4.215
C 4.071 -2.220 0.830
C -5.422 -2.915 -3.522
C 0.384 -3.098 0.268
C -6.689 2.619 0.582
C 1.337 1.260 2.876
C -7.565 1.734 -3.097
C 3.873 0.464 -1.123
C -6.053 -0.134 -3.099
C -1.884 3.612 -1.129
C -4.631 1.398 0.341
C -2.273 4.673 -3.252
C 1.375 3.261 -0.672
H -0.987 5.466 -1.729
H 1.183 2.037 2.137
H -3.623 3.651 -4.577
H -8.332 2.316 -2.603
H 6.240 2.875 -1.256
H 1.798 -5.274 0.278
H 5.694 -3.606 0.959
H -7.388 0.296 -1.491
H 5.233 1.091 -2.649
H 1.154 0.779 6.220
H -8.017 1.909 2.109
H -2.084 5.485 -3.942
H 0.794 2.531 4.505
H -6.946 -1.979 -4.717
H -3.961 -4.126 -2.508
H 5.447 3.227 1.058
H -7.189 -3.888 -6.246
H -1.403 3.590 -0.159
H -4.023 1.786 -3.028
H 2.275 -1.994 3.170
H -6.521 0.072 2.813
H 4.709 -1.359 0.986
H 3.429 -0.304 -1.746
H 3.641 1.831 1.976
H -4.798 -0.319 -4.839
H -5.756 1.659 -5.963
H 4.248 -5.586 0.586
H -5.810 -5.914 -5.926
H -7.515 2.988 -4.834
H -4.350 -0.245 1.697
H -5.182 3.106 -0.855
H -7.343 3.423 0.271
H 1.889 -1.480 5.540
H -4.199 -6.026 -4.050

The value obtained for the total energy is -255290.5868 eV. Its total charge is 0. As for the spin multiplicity: 5. For the LUMO energy (spin up / spin down), the calculation gives -1.72 / -0.89 eV. The calculation puts the energy above the lowest of the compared OMol25 structures with the same formula, charge and spin at 11.2 kcal/mol.

The Löwdin scheme yields these atomic charges, measured in e: 0.50, 0.32, 0.70, 1.10, 0.52, 0.67, -0.32, -0.21, 0.12, 0.05, 0.03, -0.01, 0.21, -0.16, 0.17, -0.08, -0.08, -0.29, -0.08, -0.07, -0.07, -0.29, -0.37, -0.12, -0.07, -0.10, -0.06, -0.07, -0.08, -0.14, -0.12, -0.35, -0.08, -0.08, -0.39, -0.08, -0.40, -0.08, -0.06, -0.05, -0.06, -0.06, -0.07, -0.07, -0.07, 0.00, -0.10, -0.06, -0.17, -0.34, -0.06, -0.07, -0.36, -0.54, -0.08, -0.17, -0.07, -0.11, -0.37, -0.11, -0.35, -0.07, -0.15, 0.11, 0.04, 0.10, 0.10, 0.11, 0.12, 0.11, 0.07, 0.11, 0.11, 0.11, 0.11, 0.11, 0.10, 0.11, 0.11, 0.10, 0.05, 0.09, 0.11, 0.11, 0.11, 0.12, 0.10, 0.12, 0.11, 0.11, 0.10, 0.10, 0.09, 0.10, 0.11, 0.11, 0.11

(3)
Density functional theory data (ωB97M-V with the def2-TZVPD basis set) for a molecular structure, C48H36BrIrN3P3Se4.

Element x y z (Å)
Ir 0.459 0.097 -0.512
Br -1.311 -0.487 1.137
Se 1.423 0.361 -2.670
Se 4.265 -5.197 -2.884
Se 1.940 0.989 0.990
Se 0.998 -1.426 3.917
P 2.782 -1.422 -2.646
P 1.708 0.411 3.278
P 3.982 -4.662 -0.871
N 0.920 -2.689 0.486
N 1.158 -1.886 -0.534
N 1.765 -3.679 0.454
C 4.699 0.203 -1.521
C 6.829 -1.311 -2.472
C -3.557 1.191 1.457
C 2.585 -2.213 -4.228
C -0.577 1.855 -0.760
C 3.298 -1.731 -5.324
C -4.328 2.349 1.226
C -0.049 2.622 3.102
C 1.445 -3.790 -5.624
C 3.224 -8.370 0.610
C -2.378 1.060 0.793
C 2.182 -2.393 -1.276
C -3.869 3.316 0.381
C 0.310 3.255 5.783
C -2.625 3.185 -0.285
C -0.567 3.998 5.002
C 2.164 -3.324 -6.717
C 0.828 1.875 3.881
C 5.367 2.190 3.612
C 3.727 -5.834 1.633
C 3.687 -6.041 0.255
C 6.291 -1.940 1.154
C -0.135 2.920 -1.516
C 4.021 1.973 3.369
C -2.123 4.216 -1.116
C 3.439 -7.308 -0.257
C -0.748 3.681 3.665
C 2.586 -3.541 -0.609
C 1.652 -3.236 -4.374
C 4.269 -0.331 4.056
C -1.846 2.013 -0.103
C 3.086 -2.297 -6.570
C 4.468 -0.902 -2.341
C 5.616 -0.105 4.304
C 5.192 -2.590 0.608
C 7.058 -0.215 -1.653
C 7.750 -3.591 0.188
C -0.899 4.089 -1.702
C 3.259 -8.164 1.980
C 6.162 1.151 4.081
C 3.471 0.708 3.588
C 5.995 0.544 -1.180
C 7.567 -2.440 0.947
C 5.534 -1.661 -2.822
C 1.002 2.192 5.229
C 6.657 -4.238 -0.365
C 3.511 -6.896 2.492
C 5.372 -3.742 -0.154
H 2.005 -3.767 -7.692
H 7.211 1.327 4.284
H 6.796 -5.124 -0.973
H 8.071 0.051 -1.382
H 3.094 -8.993 2.655
H 3.869 0.796 -1.155
H 0.450 3.501 6.827
H -2.718 5.109 -1.261
H -0.503 4.888 -2.315
H 5.791 3.171 3.452
H 6.236 -0.910 4.676
H 6.142 -1.041 1.744
H 3.642 -1.937 -7.426
H 3.539 -6.738 3.561
H 6.177 1.401 -0.546
H 0.843 2.885 -1.982
H 3.827 -1.305 4.227
H 3.423 -7.457 -1.330
H 4.016 -0.929 -5.207
H 3.919 -4.846 2.034
H 4.197 -2.197 0.785
H -3.897 0.433 2.149
H 1.673 1.604 5.842
H -0.203 2.393 2.055
H 3.396 2.794 3.036
H 5.353 -2.537 -3.429
H -1.432 4.255 3.053
H 0.733 -4.595 -5.743
H 8.745 -3.983 0.027
H -1.110 4.826 5.439
H -4.453 4.212 0.211
H 1.115 -3.615 -3.514
H -5.276 2.463 1.732
H 3.033 -9.358 0.213
H 8.422 -1.935 1.377
H 7.658 -1.904 -2.834

The value obtained for the total energy is -416960.5025 eV. Its total charge is +1. As for the spin multiplicity: 2. For the LUMO energy (spin up / spin down), the calculation gives -4.45 / -5.22 eV. The calculation puts the energy above the lowest of the compared OMol25 structures with the same formula, charge and spin at 5.8 kcal/mol.

The Löwdin scheme yields these atomic charges, measured in e: 0.57, 0.90, 0.55, 0.37, 0.58, 0.34, 0.78, 0.22, 0.55, -0.05, -0.28, 0.05, -0.11, -0.05, -0.10, -0.41, -0.39, -0.08, -0.06, -0.11, -0.06, -0.07, -0.54, -0.43, -0.02, -0.06, -0.16, -0.06, -0.05, -0.42, -0.06, -0.08, -0.35, -0.08, -0.17, -0.12, -0.02, -0.10, -0.06, -0.40, -0.11, -0.11, -0.24, -0.06, -0.35, -0.08, -0.08, -0.06, -0.07, -0.06, -0.07, -0.06, -0.45, -0.07, -0.08, -0.09, -0.08, -0.09, -0.07, -0.35, 0.11, 0.11, 0.10, 0.12, 0.11, 0.03, 0.11, 0.12, 0.11, 0.11, 0.11, 0.09, 0.11, 0.11, 0.11, 0.05, 0.07, 0.06, 0.11, 0.10, 0.10, 0.11, 0.12, 0.05, 0.10, 0.06, 0.11, 0.12, 0.11, 0.11, 0.12, 0.11, 0.11, 0.11, 0.11, 0.12